Entry 1:
Below is a cluster of 10 separate species, C45H107N5O10 in total in a non-equilibrium geometry, with properties calculated with ωB97M-V/def2-TZVPD.

The geometry in ORCA input format:
```
! RIJCOSX wB97M-V def2-TZVPD def2/J DEFGRID3
* xyz 0 1
H -1.264 3.586 3.840
C 2.087 -2.005 -7.109
C 3.862 -2.211 -0.958
C 1.670 -1.585 4.083
C -5.851 -0.321 2.138
H 6.035 -4.675 -1.937
H 2.377 -1.260 4.859
H 1.284 -3.909 -0.806
C 2.276 -1.058 -4.146
C 1.269 0.400 -7.603
H 1.763 -6.273 0.138
H -1.648 -2.403 -3.538
H 2.335 5.801 3.067
H -3.063 -0.254 2.001
C 5.273 -3.898 -2.210
H -0.702 5.706 4.951
H 2.293 0.581 -8.039
C 0.287 2.654 1.331
H 2.674 6.652 0.782
C 1.657 -4.500 -1.690
H 0.589 7.080 5.008
H 3.307 -0.100 -5.819
H -2.003 -2.303 2.191
H 3.066 -1.640 -7.473
H 0.770 1.262 -7.215
H 0.754 0.123 -8.523
H -0.538 -0.668 -1.205
H -7.890 -0.834 2.146
C 5.763 -3.280 0.196
C -7.279 -0.472 1.377
O -1.335 1.743 4.010
H -0.101 -3.969 -4.278
C 0.522 -2.717 5.804
H 2.370 -2.714 -6.333
C -5.483 1.373 -0.815
H -4.509 3.266 0.858
H -0.698 7.239 1.650
H 3.268 -7.256 -0.353
C -5.590 -1.638 2.807
H 2.211 3.685 4.243
H -6.402 -1.964 3.495
H 4.929 -4.640 -4.121
O -0.554 1.677 -4.418
C 2.445 -1.813 2.814
H 1.196 -3.161 2.038
N 1.660 -2.287 1.727
H 4.406 -6.388 -2.490
H -5.274 0.705 -1.617
H -5.149 0.837 3.788
O 1.500 1.857 4.846
H 4.582 -1.438 -1.069
C 3.640 -5.663 -2.702
H 0.738 0.631 -1.195
H -3.754 2.174 1.991
H -0.511 1.020 -5.136
H 1.928 0.768 -5.195
C -1.722 2.462 -4.468
H 0.864 2.127 4.171
H 3.641 -0.049 3.296
C -4.533 1.184 0.429
H -0.470 0.402 5.403
H -2.929 0.568 -0.795
H 0.908 -5.205 -2.025
H -0.279 -1.953 5.839
C -1.879 -1.557 2.940
O -1.311 4.364 3.257
H 2.605 0.127 1.854
C 0.222 6.085 3.142
H -2.194 0.665 5.630
H -1.032 2.019 5.980
C 0.409 -0.330 -0.717
H 2.612 -3.771 0.712
H -1.815 6.542 2.854
H 3.168 -2.236 -1.824
C -5.881 0.929 3.003
H 3.119 3.052 5.641
C 2.897 -5.334 -1.372
H -1.306 5.599 0.431
H -2.565 1.993 -3.943
H 2.884 -0.528 -3.393
H -1.873 -0.792 -4.498
H 0.205 -3.734 5.983
H -2.025 -2.321 -5.233
C 4.299 -4.452 -3.229
H -1.770 1.134 3.402
C -1.470 -1.819 -4.437
H 1.763 -7.060 -1.435
H -7.163 -1.300 0.690
H 0.670 -1.976 -2.834
H 1.824 -3.834 -2.546
C 0.852 -1.307 -3.682
H 0.503 -0.353 -3.348
O 1.080 -2.818 4.451
H 3.519 -3.716 -3.409
H -6.077 3.091 3.039
H 2.417 4.258 1.241
H 0.903 -0.761 4.051
H -1.158 4.039 -0.506
H 3.307 -2.077 -0.010
H 0.940 -1.605 1.559
H -2.386 1.109 0.706
H -5.302 2.422 -1.122
C -4.661 2.333 1.424
H 1.603 -2.664 -7.854
H 3.136 -2.609 3.115
H -0.939 7.919 3.258
H -5.425 -2.328 2.003
H 1.496 4.688 -0.284
H -5.279 -1.076 -0.509
C 2.441 -6.582 -0.710
C 2.590 2.770 4.702
C 2.336 -0.210 -5.396
H 0.957 6.903 0.585
H -1.351 -0.913 -7.352
H -2.377 -1.843 3.852
H -0.779 0.046 0.775
C 1.479 4.781 0.818
C -1.301 1.166 5.325
O -4.681 -1.245 0.233
C 0.144 4.188 1.327
H 5.863 -3.069 -2.614
H 4.110 -0.798 1.719
H -6.484 1.175 -0.526
N -0.001 4.676 2.729
C -0.027 -1.897 -4.817
C -3.118 1.284 -0.041
H 1.397 -3.551 -5.036
H 1.174 2.368 1.872
H -0.138 -3.546 -6.046
C 3.260 -0.580 2.403
C 1.679 6.313 1.104
H -7.620 0.461 0.958
H 6.553 -2.719 -0.256
O 3.274 -4.496 0.812
H 6.163 -4.294 0.496
H 0.388 2.383 0.295
N 3.869 -4.679 -0.472
C 4.691 -3.521 -0.843
O -2.211 -0.288 2.477
N 0.092 -0.992 -5.983
C 1.422 -0.722 -6.508
H -0.569 2.157 1.702
H 3.354 2.343 4.038
C -1.105 4.509 0.513
H 2.758 -2.017 -4.329
H -1.527 3.381 -3.951
H -2.091 2.684 -5.454
H 1.141 -1.138 -0.872
H 1.356 -2.491 6.513
H -4.688 -1.624 3.458
H 2.864 -6.082 -3.360
H -0.825 -1.635 2.988
C 1.617 6.479 2.640
C 0.231 6.082 4.629
N -4.683 -0.147 1.132
C 0.306 -3.345 -5.076
H 1.829 7.502 2.924
O 0.150 -0.170 0.664
H -2.004 4.149 1.054
H -6.810 0.823 3.594
H 5.421 -2.729 1.072
C -5.917 2.264 2.327
H -2.916 2.254 -0.458
H 1.018 5.405 4.959
O -0.686 -1.581 -7.172
C -0.825 7.008 2.699
H -6.778 2.286 1.661
*
```

Computed properties:
- E_HOMO: -7.8 eV
- Kohn-Sham gap: 8.105 eV
- Structure (SMILES): CC1(C)CCCC(C)(C)N1O.CC1(C)CCCC(C)(C)N1O.CC1(C)CCCC(C)(C)N1O.CC1(C)CCCC(C)(C)N1O.COC[C@H](C)N.CO.CO.CO.CO.CO
- E_LUMO: 0.2656 eV

Atomic partial charges in e from the Löwdin method, atoms 1 to 99: number 1, H, carries 0.066; number 2, C, carries -0.026; number 3, C, carries -0.018; number 4, C, carries -0.240; number 5, C, carries -0.444; number 6, H, carries 0.134; number 7, H, carries 0.126; number 8, H, carries 0.101; number 9, C, carries -0.163; number 10, C, carries -0.019; number 11, H, carries 0.100; number 12, H, carries 0.092; number 13, H, carries 0.102; number 14, H, carries 0.048; number 15, C, carries -0.136; number 16, H, carries 0.071; number 17, H, carries 0.100; number 18, C, carries -0.025; number 19, H, carries 0.110; number 20, C, carries -0.028; number 21, H, carries 0.115; number 22, H, carries 0.117; number 23, H, carries 0.090; number 24, H, carries 0.088; number 25, H, carries 0.063; number 26, H, carries 0.072; number 27, H, carries 0.092; number 28, H, carries 0.056; number 29, C, carries -0.030; number 30, C, carries 0.005; number 31, O, carries -0.168; number 32, H, carries 0.086; number 33, C, carries -0.064; number 34, H, carries 0.045; number 35, C, carries 0.008; number 36, H, carries 0.129; number 37, H, carries 0.064; number 38, H, carries 0.111; number 39, C, carries -0.034; number 40, H, carries 0.044; number 41, H, carries 0.104; number 42, H, carries 0.129; number 43, O, carries -0.135; number 44, C, carries -0.437; number 45, H, carries 0.110; number 46, N, carries 0.051; number 47, H, carries 0.117; number 48, H, carries 0.066; number 49, H, carries 0.115; number 50, O, carries -0.137; number 51, H, carries 0.077; number 52, C, carries -0.136; number 53, H, carries 0.097; number 54, H, carries 0.106; number 55, H, carries 0.041; number 56, H, carries 0.112; number 57, C, carries -0.163; number 58, H, carries 0.035; number 59, H, carries 0.075; number 60, C, carries -0.481; number 61, H, carries 0.068; number 62, H, carries 0.081; number 63, H, carries 0.079; number 64, H, carries 0.076; number 65, C, carries -0.121; number 66, O, carries -0.071; number 67, H, carries 0.077; number 68, C, carries -0.580; number 69, H, carries 0.068; number 70, H, carries 0.096; number 71, C, carries -0.128; number 72, H, carries 0.036; number 73, H, carries 0.101; number 74, H, carries 0.057; number 75, C, carries -0.158; number 76, H, carries 0.089; number 77, C, carries -0.541; number 78, H, carries 0.078; number 79, H, carries 0.068; number 80, H, carries 0.121; number 81, H, carries 0.090; number 82, H, carries 0.080; number 83, H, carries 0.082; number 84, C, carries -0.198; number 85, H, carries 0.030; number 86, C, carries -0.038; number 87, H, carries 0.085; number 88, H, carries 0.076; number 89, H, carries 0.096; number 90, H, carries 0.044; number 91, C, carries -0.131; number 92, H, carries 0.082; number 93, O, carries -0.205; number 94, H, carries 0.069; number 95, H, carries 0.125; number 96, H, carries 0.142; number 97, H, carries 0.118; number 98, H, carries 0.091; number 99, H, carries 0.051

Entry 2:
Below is a structure of composition CF2I2, with properties calculated with ωB97M-V/def2-TZVPD.

The geometry in ORCA input format:
```
! RIJCOSX wB97M-V def2-TZVPD def2/J DEFGRID3
* xyz 0 1
C -0.061 -0.033 0.149
I -1.258 -0.881 -1.466
I 1.824 0.887 -0.590
F -0.685 0.967 0.788
F 0.180 -0.940 1.118
*
```

Computed properties:
- E_HOMO: -9.9 eV
- Kohn-Sham gap: 8.843 eV
- E_LUMO: -1.0437 eV
- Relative energy (zero: lowest compared OMol25 entry of this formula, charge and spin): 0.000 eV

How positive or negative is each atom? The Löwdin charges in e answer that: number 1, C, carries -1.360; number 2, I, carries 0.778; number 3, I, carries 0.729; number 4, F, carries -0.084; number 5, F, carries -0.064

- The highest E_HOMO belongs to which entry?
  C45H107N5O10

- Which of these has the lowest Kohn-Sham gap?
  C45H107N5O10

- Number 1 is which compound?
  C45H107N5O10

- Among the records above, which one has the highest Kohn-Sham gap?
  CF2I2